118
Properties=species:S:1:pos:R:3 method="wB97M-V/def2-TZVPD" orbital_gap_ev=6.090 homo_energy_ha=-0.569 relative_energy_ev=1.857 energy_ha=-3412.2348 charge=+3 lumo_ev=-9.3997
Ta -0.290 -0.064 0.264
C -3.485 5.384 -2.126
C -2.219 4.848 -2.313
C -1.925 3.572 -1.865
C -2.919 2.804 -1.254
C -4.179 3.357 -1.036
C -4.456 4.640 -1.474
P -2.596 1.046 -0.860
C -4.274 0.335 -0.873
C -4.885 0.248 0.380
C -6.221 -0.097 0.476
C -6.958 -0.345 -0.673
C -6.348 -0.275 -1.917
C -5.009 0.062 -2.022
C -1.584 0.666 -2.326
C -1.934 0.914 -3.649
C -0.948 0.897 -4.622
C 0.375 0.663 -4.272
C 0.714 0.417 -2.946
C -0.257 0.408 -1.954
H -3.712 6.377 -2.483
H -1.459 5.425 -2.818
H -0.929 3.173 -2.004
H -4.950 2.782 -0.546
H -5.441 5.050 -1.320
H -4.305 0.477 1.268
H -6.698 -0.155 1.442
H -8.005 -0.590 -0.591
H -6.918 -0.457 -2.815
H -4.557 0.108 -2.998
H -2.954 1.145 -3.918
H -1.209 1.100 -5.649
H 1.144 0.687 -5.031
H 1.753 0.256 -2.695
C 4.062 -2.765 3.470
N 3.635 -1.967 2.333
C 4.653 -1.833 1.307
C 2.437 -1.360 2.291
N 1.898 -0.880 1.203
N 1.795 -1.285 3.512
C 0.540 -0.816 3.835
N 0.332 -0.710 5.162
N -0.340 -0.550 2.932
H 4.806 -3.477 3.119
H 3.236 -3.342 3.886
H 4.532 -2.159 4.249
H 5.614 -1.672 1.795
H 4.468 -0.980 0.660
H 4.725 -2.741 0.706
H 2.500 -1.052 0.403
H 2.399 -1.435 4.311
H 1.027 -0.954 5.848
H -0.541 -0.358 5.517
H -1.192 -0.184 3.347
C -3.467 -2.334 2.191
P -2.095 -2.242 0.969
C -2.884 -3.115 -0.453
C -1.002 -3.529 1.714
H -3.623 -3.383 2.445
H -4.387 -1.934 1.773
H -3.227 -1.787 3.098
H -3.369 -4.028 -0.105
H -2.162 -3.365 -1.228
H -3.644 -2.470 -0.895
H -1.458 -4.513 1.616
H -0.887 -3.296 2.771
H -0.021 -3.531 1.247
O 0.332 -2.201 -0.961
S 0.653 -3.593 -1.494
C 2.470 -3.832 -1.188
C 3.395 -3.152 -2.141
C 4.134 -3.910 -3.044
C 5.012 -3.292 -3.918
C 5.168 -1.916 -3.890
C 4.428 -1.154 -3.003
C 3.540 -1.769 -2.138
C 0.669 -3.430 -3.321
C -0.739 -3.574 -3.813
C -1.493 -4.678 -3.426
C -2.793 -4.829 -3.875
C -3.350 -3.878 -4.716
C -2.601 -2.783 -5.112
C -1.299 -2.630 -4.662
H 2.603 -4.912 -1.237
H 2.609 -3.502 -0.158
H 4.035 -4.986 -3.058
H 5.574 -3.885 -4.621
H 5.862 -1.437 -4.559
H 4.549 -0.082 -2.987
H 2.942 -1.171 -1.460
H 1.302 -4.236 -3.694
H 1.107 -2.468 -3.584
H -1.057 -5.435 -2.787
H -3.363 -5.696 -3.580
H -4.360 -4.000 -5.075
H -3.027 -2.055 -5.785
H -0.711 -1.788 -4.997
C 1.011 4.754 2.874
C -0.006 4.112 1.941
C -0.499 5.166 0.953
O 0.665 3.085 1.139
B -0.038 1.958 1.150
O -1.141 2.017 1.956
C -1.163 3.306 2.653
C -0.889 3.020 4.130
C -2.556 3.902 2.484
H 1.761 5.262 2.275
H 1.510 4.025 3.502
H 0.528 5.501 3.495
H 0.360 5.570 0.425
H -0.990 5.983 1.469
H -1.181 4.733 0.228
H 0.059 2.499 4.250
H -1.686 2.399 4.533
H -0.864 3.943 4.700
H -2.837 3.932 1.435
H -2.595 4.908 2.888
H -3.280 3.294 3.020



42
Properties=species:S:1:pos:R:3 method="wB97M-V/def2-TZVPD" orbital_gap_ev=7.944 homo_energy_ha=-0.305 relative_energy_ev=9.515 energy_ha=-1069.8513 charge=0 lumo_ev=-0.3644
O 2.342 -1.816 -0.056
H 3.169 -2.050 -0.568
H 2.512 -1.300 0.671
O -0.879 -2.314 1.394
H -0.466 -2.424 2.194
H -0.035 -2.425 0.831
O -2.526 -0.283 2.437
H -2.018 -0.911 1.973
H -2.897 -0.718 3.250
O -0.026 0.228 -0.321
H -0.584 0.910 -0.540
H 0.041 0.373 0.663
O 2.442 0.309 3.131
H 2.638 -0.594 3.126
H 1.543 0.609 2.873
O -0.373 -1.807 -2.713
H -0.746 -1.357 -1.996
H -0.077 -2.441 -2.104
O 0.573 -2.898 -0.309
H 0.954 -3.776 -0.595
H 1.258 -2.200 -0.250
O -1.392 3.410 -3.032
H -1.590 2.896 -2.138
H -2.325 3.603 -3.140
O 1.811 1.077 -1.035
H 1.268 0.618 -0.463
H 2.546 0.977 -0.516
O -2.315 -1.552 -1.009
H -2.597 -0.802 -1.420
H -1.714 -0.932 -0.537
O 0.118 0.734 2.601
H 0.356 1.319 3.464
H -0.749 0.253 2.543
O 0.697 3.667 0.528
H 1.217 4.343 0.396
H 1.035 3.066 -0.010
O 1.434 -0.359 -2.859
H 0.657 -1.061 -2.795
H 1.432 0.386 -2.296
O -1.934 1.912 -0.531
H -2.539 2.112 0.170
H -2.256 1.216 -1.011



80
Properties=species:S:1:pos:R:3 method="wB97M-V/def2-TZVPD" orbital_gap_ev=5.805 homo_energy_ha=-0.289 energy_ha=-6624.5937 charge=0 lumo_ev=-2.0568
C 0.669 1.934 2.306
C 0.244 1.600 0.877
Cl -1.302 2.422 0.498
C 1.356 1.768 -0.171
Cl 0.691 1.686 -1.808
P 2.415 3.251 -0.016
N 3.553 2.985 1.091
C 1.457 4.692 0.513
C 1.666 6.055 -0.157
O 2.987 6.539 0.027
C 1.217 6.163 -1.633
N 0.082 5.313 -1.978
S 3.485 3.429 -1.910
O 4.232 2.227 -1.973
O 4.275 4.614 -1.923
F 2.530 3.491 -3.126
H 0.203 1.201 2.963
H 0.275 2.901 2.601
H 1.740 1.854 2.458
H -0.004 0.548 0.807
H 2.004 0.888 -0.063
H 3.513 1.832 1.349
H 4.471 3.098 0.667
H 0.390 4.488 0.499
H 1.747 4.808 1.556
H 1.004 6.737 0.393
H 3.035 6.996 0.866
H 2.048 6.036 -2.325
H 0.880 7.193 -1.777
H -0.656 5.375 -1.288
H 0.351 4.340 -2.048
F 3.302 7.673 -2.996
Na 2.360 9.251 -2.073
C -1.434 -2.264 2.104
Cl -0.663 -1.678 0.668
Cl -0.555 -1.729 3.594
H -2.452 -1.895 2.162
H -1.429 -3.348 2.090
O 1.848 -1.329 -1.197
Cl 1.250 -1.936 -2.373
O 0.039 -1.206 -2.697
O 0.912 -3.309 -2.078
O 2.170 -1.877 -3.479
Cl -0.733 -4.621 4.867
C -0.833 -4.529 6.631
C -2.261 -4.646 7.134
Cl -3.302 -3.230 6.705
H -0.375 -3.598 6.944
H -0.235 -5.348 7.024
H -2.262 -4.713 8.221
H -2.742 -5.531 6.730
O 6.218 1.591 -4.684
H 5.829 2.059 -3.937
H 5.470 1.483 -5.283
F 3.910 0.657 1.008
C 3.245 -0.078 -7.245
O 3.026 0.919 -7.912
N 3.488 -1.302 -7.815
N 3.268 -0.069 -5.881
H 3.668 -2.130 -7.280
H 3.481 -1.351 -8.815
H 3.086 0.804 -5.424
H 3.445 -0.886 -5.323
C -6.098 -6.608 1.607
O -6.889 -5.452 1.406
C -6.447 -4.325 2.139
C -5.682 -3.356 1.263
O -4.455 -3.910 0.820
C -4.496 -4.372 -0.526
H -6.388 -7.338 0.855
H -5.033 -6.391 1.498
H -6.284 -7.033 2.600
H -5.835 -4.632 2.995
H -7.339 -3.821 2.525
H -5.437 -2.463 1.850
H -6.298 -3.042 0.416
H -4.500 -3.528 -1.220
H -5.371 -5.000 -0.705
H -3.597 -4.959 -0.698
K -1.146 -2.067 6.512



67
Properties=species:S:1:pos:R:3 method="wB97M-V/def2-TZVPD" orbital_gap_ev=6.081 homo_energy_ha=-0.299 relative_energy_ev=1.005 energy_ha=-2590.1307 charge=0 lumo_ev=-2.0521
Rh -0.120 0.955 -0.878
C 0.803 3.192 0.654
N 0.192 1.884 0.971
C 1.085 1.123 1.860
C -1.141 2.085 1.585
C -2.118 2.438 0.505
C -3.309 3.107 0.740
C -4.210 3.299 -0.298
C -3.917 2.830 -1.569
C -2.722 2.164 -1.815
C -1.836 1.976 -0.773
H 0.940 3.765 1.575
H 0.156 3.749 -0.020
H 1.771 3.031 0.187
H 1.118 1.591 2.848
H 2.087 1.113 1.438
H 0.723 0.102 1.955
H -1.085 2.856 2.359
H -1.448 1.146 2.053
H -3.550 3.446 1.742
H -5.147 3.805 -0.107
H -4.623 2.973 -2.378
H -2.495 1.799 -2.810
N -4.545 -4.059 -4.682
C -4.149 -3.388 -3.547
C -4.560 -3.818 -2.281
C -4.155 -3.144 -1.146
C -3.352 -2.022 -1.263
C -2.959 -1.563 -2.511
C -3.349 -2.243 -3.648
S -2.819 -1.182 0.197
O -2.858 -2.092 1.304
O -3.555 0.043 0.319
N -1.232 -0.748 -0.062
C -0.304 -1.733 -0.250
N 0.956 -1.265 -0.365
C 1.944 -2.147 -0.457
C 1.717 -3.510 -0.468
C 0.382 -3.895 -0.431
N -0.617 -3.034 -0.330
H -5.014 -4.941 -4.606
H -4.120 -3.836 -5.561
H -5.198 -4.691 -2.200
H -4.446 -3.483 -0.160
H -2.347 -0.674 -2.593
H -3.019 -1.898 -4.621
H 2.952 -1.750 -0.522
H 2.529 -4.221 -0.521
H 0.095 -4.940 -0.500
O 4.329 -2.318 -5.818
N 4.873 -1.844 -4.839
O 6.043 -1.999 -4.547
C 4.059 -1.025 -3.944
C 2.705 -0.980 -4.128
C 1.918 -0.182 -3.308
C 2.500 0.662 -2.279
O 1.839 1.449 -1.567
C 3.925 0.481 -2.096
C 4.670 -0.338 -2.901
N 4.634 1.080 -0.963
O 4.182 2.056 -0.405
O 5.672 0.530 -0.627
N 0.521 -0.278 -3.503
O 0.088 -1.059 -4.297
O -0.273 0.496 -2.921
H 2.248 -1.571 -4.908
H 5.730 -0.446 -2.721



14
Properties=species:S:1:pos:R:3 method="wB97M-V/def2-TZVPD" orbital_gap_ev=9.340 smiles="[H]/N=C1/C[C@@]1(C)C#C" homo_energy_ha=-0.317 relative_energy_ev=5.151 energy_ha=-287.3979 charge=0 lumo_ev=0.7179
H 2.658 -0.259 -0.194
N 2.375 -0.248 -1.195
C 1.098 -0.337 -1.118
C -0.191 -0.988 -1.467
C -0.156 -0.315 -0.082
C -0.730 1.081 -0.040
C -0.163 -0.910 1.238
C 0.172 -1.104 2.376
H 0.023 -1.993 -1.815
H -0.905 -0.500 -2.184
H -1.082 1.203 -1.088
H 0.031 1.798 0.049
H -1.500 1.298 0.660
H 0.728 -1.342 3.277